Entry 1:
Computed, not measured: an isolated molecule of C7H8, with wB97M-V/def2-TZVPD.

Cartesian coordinates (Å):
C1 -0.49 0.97 -1.69
C2 -0.09 0.23 -0.46
C3 1.22 -0.44 0.04
C4 0.39 -1.39 0.87
C5 0.83 -0.08 1.47
C6 -0.47 0.58 0.95
C7 -0.91 -0.75 0.35
H1 -1.54 1.27 -1.60
H2 0.11 1.88 -1.83
H3 -0.40 0.35 -2.59
H4 2.17 -0.61 -0.45
H5 0.64 -2.39 1.23
H6 1.40 0.09 2.37
H7 -1.00 1.48 1.28
H8 -1.86 -1.19 0.07

Relative energy (zero: lowest compared OMol25 entry of this formula, charge and spin) = 108.8 kcal per mole
SMILES = C[C@@]12[C@@H]3[C@H]4[C@@H]3[C@@H]1[C@H]42
Kohn-Sham gap = 9.81 eV


Entry 2:
Computed, not measured: a structure of composition C22H53Ba2O12 at a distorted geometry, with wB97M-V/def2-TZVPD.

Cartesian coordinates (Å):
Ba1 0.82 -3.67 -0.14
Ba2 4.60 -1.17 1.16
C1 0.68 1.25 0.50
C2 0.86 -0.28 0.48
O1 1.92 -0.81 0.82
O2 -0.04 -1.06 0.28
H1 0.48 1.59 1.52
H2 -0.11 1.67 -0.12
H3 1.55 1.73 0.05
C3 3.95 0.02 -2.10
O3 4.39 0.49 -0.84
C4 4.61 1.96 -0.87
C5 4.85 2.24 0.60
O4 5.74 1.37 1.33
C6 6.31 1.92 2.50
H4 3.04 0.47 -2.51
H5 3.99 -1.06 -2.28
H6 4.58 0.42 -2.90
H7 3.71 2.41 -1.28
H8 5.50 1.99 -1.50
H9 3.90 2.07 1.10
H10 5.09 3.29 0.77
H11 6.90 2.76 2.14
H12 6.94 1.17 2.98
H13 5.56 2.39 3.14
C7 -2.63 -4.10 1.56
O5 -1.55 -4.79 0.90
C8 -0.81 -5.60 1.78
C9 -0.28 -4.85 3.04
O6 0.49 -3.78 2.60
C10 1.42 -3.27 3.61
H14 -3.41 -3.86 0.83
H15 -2.41 -3.20 2.13
H16 -3.04 -4.70 2.37
H17 -0.07 -6.19 1.23
H18 -1.39 -6.44 2.16
H19 0.11 -5.51 3.82
H20 -1.14 -4.36 3.48
H21 2.25 -3.96 3.71
H22 0.76 -3.27 4.48
H23 1.72 -2.25 3.39
C11 -1.56 4.63 1.31
O7 -2.32 5.22 2.40
C12 -3.65 4.92 2.38
C13 -4.34 5.76 3.54
O8 -5.65 5.98 3.26
C14 -6.54 4.90 3.20
H24 -1.89 5.08 0.38
H25 -1.68 3.55 1.30
H26 -0.49 4.79 1.27
H27 -3.69 3.83 2.42
H28 -4.16 5.22 1.47
H29 -3.76 6.67 3.70
H30 -4.31 5.22 4.48
H31 -7.53 5.25 2.89
H32 -6.70 4.42 4.17
H33 -6.20 4.06 2.59
C15 0.84 -6.92 -1.56
O9 -0.16 -5.91 -1.43
C16 -0.99 -5.79 -2.56
C17 -1.96 -4.55 -2.47
O10 -1.15 -3.53 -2.04
C18 -1.76 -2.30 -2.36
H34 1.45 -7.20 -0.70
H35 1.60 -6.53 -2.24
H36 0.49 -7.86 -1.98
H37 -1.59 -6.63 -2.91
H38 -0.40 -5.50 -3.43
H39 -2.64 -4.93 -1.70
H40 -2.55 -4.40 -3.38
H41 -1.00 -1.53 -2.27
H42 -2.69 -2.12 -1.81
H43 -1.99 -2.25 -3.42
C19 2.41 3.22 -4.77
O11 1.05 2.89 -4.54
C20 0.72 3.04 -3.15
C21 -0.63 2.47 -2.87
O12 -1.54 3.38 -2.24
C22 -2.69 2.73 -1.69
H44 3.10 2.43 -4.50
H45 2.76 4.25 -4.67
H46 2.58 3.07 -5.83
H47 0.67 4.11 -2.94
H48 1.44 2.54 -2.50
H49 -0.48 1.49 -2.40
H50 -1.15 2.18 -3.78
H51 -3.30 3.50 -1.21
H52 -2.48 1.99 -0.92
H53 -3.29 2.15 -2.39

Multiplicity = 2
Charge = +2
Kohn-Sham gap (spin up / spin down) = 4.50 / 6.72 eV